The following is a quantum chemistry calculation of a cluster of 2 separate species, C2H8NS in total, from the OMol25 dataset.

The geometry in ORCA input format:
```
! RIJCOSX wB97M-V def2-TZVPD def2/J DEFGRID3
* xyz -1 1
C 0.719 1.504 0.354
N -0.502 1.234 -0.382
C -0.284 0.567 -1.654
H 1.196 0.613 0.780
H 1.435 2.040 -0.277
H 0.499 2.134 1.225
H -1.072 0.637 0.201
H -0.023 1.299 -2.429
H -1.202 0.048 -1.934
H 0.489 -0.212 -1.608
S -0.048 -1.662 0.876
H -0.154 -2.869 1.458
*
```

The largest force on an atom is 0.53 eV Å⁻¹. The total energy comes out at -533.955823 hartree. The molecular weight comes out at 78.16 g mol⁻¹.

These are the Löwdin partial charges, in e, on atoms 1 to 8: C -0.226; N -0.221; C -0.221; H -0.014; H 0.063; H 0.062; H 0.006; H 0.057